An isolated molecule of C7H15N in a non-equilibrium geometry. Source: the Open Molecules 2025 dataset; level of theory: ωB97M-V/def2-TZVPD.

Summary:
- Lowest unoccupied orbital energy: 1.06 eV
- HOMO-LUMO gap: 9.60 eV
- Largest force on an atom: 6.16 eV/A
- SMILES: C=C(CC)C[C@@H](C)N
- ΔE to the lowest compared entry with this formula, charge and spin: 291.7 kJ/mol
- E_tot: -8989.46636 eV

Element x y z (Å)
H (-0.6244, -0.6067, 1.5808)
H (-0.2873, 3.8082, -0.3036)
H (2.2742, -1.8241, -0.2248)
C (-0.6377, -0.5193, 0.4795)
H (1.0192, 2.6663, -1.1537)
C (-0.5789, 0.8842, 0.0027)
H (-0.7740, 2.2454, 1.5913)
H (1.7418, -0.4273, 0.8149)
H (1.5065, 3.4503, 0.2520)
H (-1.5082, 0.1049, -1.7104)
N (-0.3837, -2.9479, -0.1064)
H (0.3070, -1.2956, -1.3248)
H (0.1351, -3.4421, 0.6651)
C (-1.1269, 0.9769, -1.2673)
C (0.2182, -1.6169, -0.1841)
H (-1.2208, 1.9916, -1.8962)
C (0.0174, 1.9136, 0.7530)
H (0.9530, 1.4361, 1.3540)
H (-1.6718, -0.9197, 0.3010)
C (0.4657, 3.0312, -0.1597)
C (1.5968, -1.4824, 0.4663)
H (1.6754, -2.2849, 1.2270)
H (-0.5678, -3.3907, -0.9701)